# 1
Here is a structure of composition C24H16BrCl2N5O3Tc from the OMol25 dataset. Energies are from ωB97M-V/def2-TZVPD.

energy = -136026.560 eV
2S+1 = 4
F_max = 0.6 eV/A
E_LUMO (alpha / beta) = -0.49 / -0.51 eV
⟨S²⟩ = 3.77
HOMO energy (alpha / beta) = -6.930 / -6.249 eV
energy above the lowest of the compared OMol25 structures with the same formula, charge and spin = 0.586 eV

Geometry (Å):
Tc  -0.4158  -0.3767  0.4309
O  2.7393  -2.2473  2.3848
C  1.7320  -1.6539  2.0112
N  1.3829  -1.3115  0.7623
C  2.2669  -1.7087  -0.3158
C  1.4813  -2.4711  -1.3387
C  1.7972  -3.7908  -1.6276
C  0.9946  -4.5500  -2.4538
C  -0.1680  -3.9929  -2.9500
C  -0.4545  -2.6816  -2.6411
N  0.3827  -1.9234  -1.9186
C  0.6874  -1.2210  3.0238
C  0.8796  -1.4428  4.3708
C  -0.1123  -1.0680  5.2619
C  -1.2690  -0.4895  4.7646
C  -1.3897  -0.2885  3.4021
N  -0.4280  -0.6406  2.5411
H  3.0493  -2.3661  0.0647
H  2.7411  -0.8463  -0.7788
H  2.6776  -4.2082  -1.1602
H  1.2543  -5.5768  -2.6763
H  -0.8689  -4.5528  -3.5511
H  -1.3574  -2.1868  -2.9404
H  1.8048  -1.9111  4.6765
H  0.0124  -1.2273  6.3248
H  -2.0772  -0.1891  5.4169
H  -2.2741  0.1615  2.9690
Br  1.7709  2.2977  2.2970
C  0.0029  2.8719  1.9055
C  -0.4317  4.0797  2.4317
C  -1.7419  4.4443  2.1801
C  -2.5595  3.5879  1.4577
C  -2.0246  2.4024  0.9901
N  -0.7421  2.0663  1.1824
C  -2.9255  1.3731  0.3039
O  -4.0794  1.6818  0.0762
O  -2.3698  0.2369  0.0755
H  0.2353  4.6937  3.0181
H  -2.1262  5.3800  2.5660
H  -3.5999  3.7962  1.2554
Cl  2.0991  1.5966  -1.0904
C  1.2425  1.3348  -2.5779
C  1.5394  2.2294  -3.5927
C  0.8209  2.2002  -4.7720
C  -0.2513  1.3386  -4.8797
C  -0.5541  0.4741  -3.8372
Cl  -2.1136  -0.2980  -3.9923
C  0.2462  0.3434  -2.6823
N  0.0077  -0.5619  -1.6124
H  2.3295  2.9498  -3.4352
H  1.0551  2.8851  -5.5754
H  -0.8986  1.3574  -5.7447

Mulliken population analysis, charges in e, atoms 1 to 5: atom 1 (Tc): 0.63, atom 2 (O): -0.78, atom 3 (C): -0.05, atom 4 (N): 0.09, atom 5 (C): -1.23

# 2
Here is a structure of composition C24H16Cl2N6O3Pd at a distorted geometry from the OMol25 dataset. Energies are from ωB97M-V/def2-TZVPD.

energy = -68757.820 eV
F_max = 3.3 eV/A
E_LUMO = -0.76 eV
HOMO energy = -6.970 eV
energy above the lowest of the compared OMol25 structures with the same formula, charge and spin = 0.000 eV

Geometry (Å):
Pd  -0.0067  0.4245  -1.3734
Cl  -3.5309  -5.2918  -0.9476
C  -3.0741  -3.6454  -1.1133
C  -1.7465  -3.3161  -1.2413
C  -1.3743  -1.9692  -1.3588
N  -0.1140  -1.4980  -1.4532
C  1.0581  -2.1977  -1.2773
O  1.1534  -3.4072  -1.0636
C  2.2176  -1.2961  -1.2946
C  3.5063  -1.8371  -1.1824
C  4.5966  -1.0077  -1.0958
C  4.3776  0.3791  -1.1451
C  3.0902  0.8457  -1.3043
N  2.0126  0.0638  -1.3748
C  -2.3987  -0.9440  -1.3517
C  -3.7447  -1.3171  -1.2311
C  -4.0742  -2.6453  -1.1095
Cl  -5.7202  -3.1042  -0.9396
N  -1.9267  0.3168  -1.4323
C  -2.6358  1.4873  -1.3005
O  -3.8538  1.5861  -1.1812
C  -1.7287  2.6485  -1.2920
C  -2.2712  3.9338  -1.1771
C  -1.4408  5.0260  -1.0969
C  -0.0559  4.8096  -1.1585
C  0.4120  3.5201  -1.3066
N  -0.3722  2.4437  -1.3687
H  -0.9834  -4.0784  -1.2417
H  3.5926  -2.9141  -1.1641
H  5.5940  -1.4034  -0.9935
H  5.2006  1.0706  -1.0703
H  2.9160  1.9115  -1.3818
H  -4.5062  -0.5533  -1.2246
H  -3.3477  4.0164  -1.1477
H  -1.8375  6.0229  -0.9914
H  0.6361  5.6334  -1.0911
H  1.4775  3.3448  -1.3834
N  2.0626  -2.6991  3.1198
C  1.4602  -1.7695  3.8941
O  1.5310  -1.7962  5.1059
C  0.7308  -0.6700  3.1860
C  0.0649  0.2764  3.9686
C  -0.6069  1.3112  3.3469
C  -0.5896  1.3749  1.9627
N  0.0511  0.4867  1.2058
C  0.6916  -0.5121  1.8063
H  2.5202  -3.4591  3.5965
H  1.9320  -2.7895  2.1296
H  0.0989  0.1717  5.0441
H  -1.1331  2.0596  3.9168
H  -1.1073  2.1651  1.4332
H  1.1967  -1.2082  1.1461

Mulliken population analysis, charges in e, atoms 1 to 5: atom 1 (Pd): 0.88, atom 2 (Cl): -0.22, atom 3 (C): 0.08, atom 4 (C): -0.68, atom 5 (C): 0.13

# 3
Here is a structure of composition C24H16Co2NO7 at a distorted geometry from the OMol25 dataset. Energies are from ωB97M-V/def2-TZVPD.

energy = -116221.930 eV
charge = -1
F_max = 4.9 eV/A
E_LUMO = 2.58 eV
HOMO energy = -3.799 eV
energy above the lowest of the compared OMol25 structures with the same formula, charge and spin = 0.768 eV

Geometry (Å):
O  3.8456  3.4936  2.5671
C  2.7947  3.1429  2.8992
Co  1.1786  2.7263  3.4261
C  0.8287  4.1722  4.3165
O  0.5810  5.1668  4.8544
C  0.0875  2.8315  2.0498
O  -0.6435  3.0028  1.1694
C  0.4743  1.5222  4.7545
C  -0.4978  0.5802  4.3843
C  -1.7512  0.2143  4.7433
C  -2.9181  -0.0829  3.9368
C  -4.1387  0.5907  4.1865
C  -5.2422  0.4016  3.3644
C  -5.1895  -0.5362  2.3228
C  -4.0144  -1.2781  2.1342
C  -2.9138  -1.1003  2.9705
Co  1.1149  0.1940  3.7007
C  2.8727  0.4695  3.4413
O  4.0184  0.3718  3.3347
C  0.8586  0.2317  1.9393
O  0.7581  0.2493  0.7851
C  1.3794  -1.4150  4.3890
O  1.5453  -2.4841  4.7990
H  0.6580  1.7993  5.8076
H  -1.9504  0.2964  5.8210
H  -4.1795  1.2781  5.0317
H  -6.1554  0.9708  3.5383
H  -6.0565  -0.7064  1.6751
H  -3.9629  -2.0160  1.3362
H  -2.0308  -1.7346  2.9192
C  -4.7466  -1.0535  -3.6068
O  -4.3391  -2.4390  -3.5947
C  -3.4512  -2.8833  -2.6651
C  -3.0857  -2.1496  -1.5077
C  -2.0168  -2.6005  -0.7360
C  -1.4128  -3.8594  -1.0451
N  -0.3980  -4.0745  -0.1261
C  -0.3450  -3.0191  0.7677
C  -1.3021  -2.0828  0.4105
C  -1.8038  -4.6149  -2.1452
C  -2.8418  -4.1462  -2.9400
H  -5.4552  -0.9918  -4.4374
H  -5.2323  -0.7672  -2.6628
H  -3.8932  -0.3812  -3.7768
H  -3.5936  -1.2247  -1.2220
H  0.2165  -4.8743  -0.1230
H  0.3596  -3.0110  1.5895
H  -1.4532  -1.0929  0.8175
H  -1.2869  -5.5460  -2.3783
H  -3.1949  -4.7147  -3.7994

Mulliken population analysis, charges in e, atoms 1 to 5: atom 1 (O): -0.40, atom 2 (C): 0.15, atom 3 (Co): 0.12, atom 4 (C): 0.20, atom 5 (O): -0.42

# 4
Here is a structure of composition C24H16IrN6O7 at a distorted geometry from the OMol25 dataset. Energies are from ωB97M-V/def2-TZVPD.

energy = -51251.240 eV
2S+1 = 5
charge = +1
F_max = 1.8 eV/A
E_LUMO (alpha / beta) = -4.29 / -4.71 eV
⟨S²⟩ = 6.03
HOMO energy (alpha / beta) = -10.838 / -11.243 eV

Geometry (Å):
Ir  0.3947  0.1419  -1.4281
O  -1.5318  6.3612  -1.4314
C  -1.1558  5.2261  -1.4476
C  -2.0387  3.9750  -1.4711
O  -3.2376  3.9513  -1.3493
C  -1.1106  2.8349  -1.6065
C  0.2652  3.2877  -1.5892
O  1.1972  2.4707  -1.6392
C  0.3094  4.7651  -1.4409
O  1.2684  5.4749  -1.2877
O  -1.3702  1.6159  -1.6710
N  -2.3312  -3.2342  -1.5112
C  -3.3271  -2.3265  -1.7152
C  -2.7168  -1.1096  -1.8526
N  -1.3764  -1.2662  -1.7359
C  -1.1582  -2.5593  -1.5317
C  0.1814  -3.0506  -1.4231
N  1.2035  -2.2057  -1.4283
C  2.3257  -2.9664  -1.3959
C  1.9832  -4.2901  -1.3649
N  0.6210  -4.3310  -1.3796
H  -2.4593  -4.2201  -1.3532
H  -4.3564  -2.6117  -1.7558
H  -3.1499  -0.1472  -2.0283
H  3.3031  -2.5316  -1.4083
H  2.5777  -5.1806  -1.3376
H  0.0616  -5.1700  -1.3686
O  -4.0109  0.2198  5.4348
C  -4.0375  0.0237  4.1150
O  -5.0531  -0.2694  3.5483
C  -2.7458  0.1662  3.3598
C  -1.4773  0.0477  3.9250
C  -0.3445  0.0956  3.1355
C  -0.4435  0.2804  1.7507
C  -1.7205  0.4416  1.1985
C  -2.8466  0.3788  1.9852
N  0.6345  0.2684  0.8711
C  1.8703  0.3193  1.2289
C  2.9387  0.2887  0.2533
C  4.2839  0.3023  0.6441
C  5.2654  0.3333  -0.3306
C  4.8873  0.3457  -1.6677
C  3.5332  0.3157  -1.9730
N  2.5940  0.2762  -1.0462
H  -3.1586  0.5124  5.7822
H  -1.3478  -0.1050  4.9867
H  0.6179  -0.0307  3.6031
H  -1.8200  0.6152  0.1387
H  -3.8296  0.4962  1.5557
H  2.1687  0.4174  2.2698
H  4.5422  0.2804  1.6934
H  6.3085  0.3573  -0.0558
H  5.6210  0.3699  -2.4570
H  3.1964  0.3468  -2.9997

Mulliken population analysis, charges in e, atoms 1 to 5: atom 1 (Ir): 1.52, atom 2 (O): -0.47, atom 3 (C): 0.39, atom 4 (C): 0.28, atom 5 (O): -0.54